{
  "formula": "C30H21N6OS5Sn",
  "method": "the ωB97M-V functional and the def2-TZVPD basis",
  "lumo_energy_ev": -4.03,
  "de_lowest_kcal_mol": 10.0,
  "fmax_ev_per_a": 0.56,
  "charge": 1,
  "multiplicity": 1,
  "total_energy_ha": -3764.7026,
  "orbital_gap_ev": 7.132,
  "species": ["Sn", "S", "C", "C", "C", "C", "N", "C", "C", "C", "S", "C", "N", "H", "H", "S", "N", "C", "C", "C", "C", "C", "N", "C", "C", "N", "C", "C", "C", "C", "C", "N", "H", "H", "H", "H", "H", "H", "O", "S", "C", "C", "C", "C", "H", "H", "H", "H", "H", "H", "H", "H", "S", "C", "C", "C", "C", "C", "C", "H", "H", "H", "H", "H"],
  "positions_angstrom": [[-0.17, 0.45, 0.63], [-2.06, 0.65, 2.13], [-2.74, -0.96, 1.81], [-3.62, -1.46, 2.76], [-4.22, -2.70, 2.61], [-5.14, -3.17, 3.61], [-5.87, -3.55, 4.41], [-3.92, -3.48, 1.49], [-3.02, -3.00, 0.55], [-2.43, -1.74, 0.68], [-1.34, -1.26, -0.62], [-4.50, -4.78, 1.29], [-4.94, -5.82, 1.12], [-3.85, -0.87, 3.64], [-2.78, -3.61, -0.31], [6.20, -3.84, 0.36], [5.58, -2.84, -0.75], [4.46, -2.35, -0.24], [3.59, -1.40, -0.89], [3.84, -0.87, -2.16], [2.97, 0.05, -2.68], [1.86, 0.43, -1.93], [1.60, -0.08, -0.74], [2.45, -0.98, -0.20], [2.14, -1.51, 1.13], [1.02, -1.08, 1.74], [0.73, -1.47, 2.97], [1.53, -2.36, 3.67], [2.68, -2.84, 3.07], [3.00, -2.41, 1.78], [4.18, -2.84, 1.06], [5.09, -3.69, 1.51], [4.72, -1.19, -2.70], [3.13, 0.50, -3.65], [1.18, 1.20, -2.28], [-0.18, -1.07, 3.40], [1.26, -2.67, 4.67], [3.33, -3.53, 3.57], [-0.28, 2.82, -1.67], [-1.63, 2.18, -1.60], [-2.89, 3.44, -1.23], [-3.85, 3.51, -2.42], [-3.02, 3.17, -3.66], [-2.23, 1.92, -3.29], [-2.30, 4.35, -1.12], [-3.36, 3.19, -0.28], [-4.30, 4.50, -2.49], [-4.65, 2.79, -2.30], [-2.34, 3.98, -3.90], [-3.65, 2.99, -4.53], [-1.35, 1.74, -3.89], [-2.85, 1.03, -3.28], [1.13, 2.17, 1.70], [2.18, 3.06, 0.57], [3.49, 2.59, 0.41], [4.38, 3.31, -0.37], [3.98, 4.48, -0.99], [2.68, 4.94, -0.82], [1.78, 4.24, -0.03], [3.80, 1.68, 0.90], [5.40, 2.95, -0.49], [4.68, 5.05, -1.59], [2.37, 5.87, -1.29], [0.78, 4.61, 0.11]]
}


{
  "formula": "C30H22BBrF6N10O4Ti",
  "method": "the ωB97M-V functional and the def2-TZVPD basis",
  "lumo_energy_ev": [4.26, 4.26],
  "de_lowest_kcal_mol": 0.0,
  "fmax_ev_per_a": 0.64,
  "charge": -2,
  "multiplicity": 3,
  "total_energy_ha": -6052.6917,
  "orbital_gap_ev": [4.551, 7.486],
  "species": ["Ti", "Br", "C", "C", "C", "C", "C", "C", "C", "C", "C", "C", "H", "H", "H", "H", "H", "H", "B", "N", "C", "C", "C", "N", "N", "C", "C", "C", "N", "H", "H", "H", "H", "H", "H", "H", "H", "N", "C", "N", "N", "C", "N", "H", "H", "H", "H", "F", "C", "C", "N", "C", "C", "O", "O", "C", "O", "N", "C", "O", "H", "H", "H", "H", "F", "C", "C", "C", "F", "C", "F", "C", "F", "C", "F"],
  "positions_angstrom": [[0.44, -0.61, 0.34], [3.01, -1.00, 2.46], [4.26, -0.47, 1.15], [5.58, -0.63, 1.46], [6.57, -0.19, 0.56], [6.19, 0.43, -0.59], [4.82, 0.61, -0.92], [4.48, 1.33, -2.09], [3.17, 1.55, -2.37], [2.16, 1.00, -1.55], [2.39, 0.22, -0.43], [3.79, 0.11, -0.07], [5.85, -1.08, 2.40], [7.62, -0.33, 0.80], [6.94, 0.81, -1.29], [5.28, 1.70, -2.73], [2.87, 2.13, -3.24], [1.16, 1.24, -1.86], [-1.20, -4.01, -0.14], [-2.16, -2.83, -0.47], [-3.32, -2.92, -1.13], [-4.03, -1.75, -0.91], [-3.19, -0.99, -0.09], [-2.07, -1.66, 0.17], [0.29, -3.74, -0.56], [1.06, -4.72, -1.05], [2.37, -4.28, -1.10], [2.30, -2.98, -0.61], [1.05, -2.67, -0.28], [-1.24, -4.24, 1.05], [-1.56, -4.96, -0.81], [-3.57, -3.81, -1.68], [-5.01, -1.49, -1.29], [-3.33, 0.00, 0.32], [0.61, -5.65, -1.33], [3.24, -4.82, -1.45], [3.09, -2.26, -0.49], [-1.52, 5.03, 1.44], [-1.09, 3.74, 1.47], [-1.93, 2.81, 1.05], [0.14, 3.50, 1.94], [0.49, 2.24, 1.79], [0.74, 1.12, 1.63], [-2.23, 5.24, 0.72], [-0.78, 5.70, 1.54], [-2.78, 3.08, 0.59], [-1.61, 1.87, 0.84], [-5.29, 3.69, -1.00], [-4.04, 3.58, -1.56], [-3.67, 2.34, -2.06], [-2.33, 2.18, -2.51], [-1.81, 0.86, -2.77], [-0.99, 0.29, -1.62], [-0.31, -0.75, -1.76], [-0.92, 0.90, -0.51], [-1.45, 3.22, -2.57], [-0.31, 3.10, -3.02], [-1.94, 4.43, -2.15], [-3.19, 4.67, -1.49], [-3.31, 5.77, -0.86], [-4.30, 1.47, -2.09], [-1.12, 0.89, -3.62], [-2.63, 0.18, -3.01], [-1.28, 5.19, -2.12], [1.15, -3.47, 2.44], [0.17, -2.69, 2.95], [-0.22, -1.52, 2.34], [-1.26, -0.88, 3.01], [-1.81, 0.25, 2.50], [-1.86, -1.33, 4.17], [-2.87, -0.66, 4.75], [-1.41, -2.52, 4.74], [-1.97, -2.98, 5.87], [-0.39, -3.20, 4.12], [0.04, -4.36, 4.65]]
}


{
  "formula": "C30H22BrF6N9O4PReS",
  "method": "the ωB97M-V functional and the def2-TZVPD basis",
  "lumo_energy_ev": [0.61, 0.98],
  "de_lowest_kcal_mol": 0.0,
  "fmax_ev_per_a": 2.55,
  "charge": -1,
  "multiplicity": 2,
  "total_energy_ha": -5941.3381,
  "orbital_gap_ev": [6.439, 6.790],
  "species": ["Re", "O", "S", "O", "O", "C", "C", "C", "C", "C", "C", "P", "C", "C", "C", "C", "C", "C", "C", "C", "C", "C", "C", "C", "H", "H", "H", "H", "H", "H", "H", "H", "H", "H", "H", "H", "H", "H", "N", "C", "N", "N", "N", "N", "C", "N", "N", "N", "N", "H", "C", "C", "O", "C", "F", "F", "F", "C", "F", "F", "F", "H", "H", "H", "Br", "C", "C", "C", "C", "C", "C", "H", "H", "H", "H"],
  "positions_angstrom": [[0.85, 0.80, 0.03], [1.77, -1.35, -2.03], [2.59, -1.66, -0.88], [3.93, -2.07, -1.14], [2.45, -0.64, 0.22], [1.64, -3.04, -0.26], [2.22, -4.26, 0.05], [1.40, -5.36, 0.26], [0.02, -5.24, 0.12], [-0.55, -4.01, -0.17], [0.25, -2.89, -0.34], [-0.50, -1.23, -0.68], [-2.05, -1.28, 0.32], [-2.20, -2.05, 1.47], [-3.34, -1.96, 2.25], [-4.36, -1.08, 1.91], [-4.22, -0.30, 0.77], [-3.08, -0.40, -0.01], [-1.08, -1.30, -2.40], [-0.90, -2.44, -3.18], [-1.30, -2.45, -4.50], [-1.87, -1.33, -5.08], [-2.04, -0.18, -4.32], [-1.64, -0.17, -2.99], [3.29, -4.33, 0.09], [1.84, -6.32, 0.50], [-0.61, -6.11, 0.24], [-1.62, -3.93, -0.28], [-1.41, -2.72, 1.79], [-3.42, -2.57, 3.15], [-5.24, -1.00, 2.53], [-4.99, 0.41, 0.50], [-3.00, 0.24, -0.88], [-0.41, -3.31, -2.76], [-1.14, -3.35, -5.10], [-2.17, -1.34, -6.12], [-2.47, 0.71, -4.75], [-1.75, 0.75, -2.42], [-0.44, 2.81, -2.59], [-1.09, 2.81, -1.39], [-2.22, 3.47, -1.21], [-2.58, 3.18, 0.06], [-1.73, 2.40, 0.61], [-0.74, 2.13, -0.29], [0.77, 2.21, -2.82], [1.46, 2.37, -3.93], [2.60, 1.67, -3.70], [2.59, 1.11, -2.56], [1.41, 1.43, -1.93], [-0.76, 3.46, -3.28], [1.44, 3.93, 2.06], [2.47, 3.32, 1.10], [2.19, 2.01, 0.77], [2.59, 4.24, -0.14], [1.38, 4.42, -0.70], [3.03, 5.46, 0.20], [3.41, 3.76, -1.07], [3.84, 3.25, 1.83], [4.22, 4.45, 2.30], [3.74, 2.43, 2.88], [4.81, 2.80, 1.04], [0.47, 3.96, 1.56], [1.73, 4.93, 2.36], [1.36, 3.29, 2.93], [-0.68, -1.05, 6.44], [-0.29, -0.53, 4.65], [0.37, -1.41, 3.81], [0.63, -1.01, 2.51], [0.24, 0.24, 1.99], [-0.40, 1.09, 2.90], [-0.66, 0.73, 4.21], [0.68, -2.38, 4.17], [1.19, -1.69, 1.89], [-0.74, 2.07, 2.57], [-1.17, 1.41, 4.88]]
}


{
  "formula": "C30H22Cl2N4OV",
  "method": "the ωB97M-V functional and the def2-TZVPD basis",
  "lumo_energy_ev": [2.36, 2.11],
  "de_lowest_kcal_mol": 1.2,
  "fmax_ev_per_a": 0.83,
  "charge": -1,
  "multiplicity": 3,
  "total_energy_ha": -3315.1211,
  "orbital_gap_ev": [5.456, 6.145],
  "species": ["V", "C", "C", "N", "N", "C", "O", "C", "C", "C", "C", "C", "C", "C", "C", "C", "C", "C", "N", "H", "H", "H", "H", "H", "H", "H", "H", "H", "H", "H", "H", "Cl", "C", "C", "C", "C", "C", "Cl", "C", "N", "H", "H", "H", "C", "C", "C", "C", "C", "C", "C", "C", "C", "C", "H", "H", "H", "H", "H", "H", "H"],
  "positions_angstrom": [[-0.08, 0.20, 0.35], [0.01, 4.32, -0.83], [-0.30, 2.97, -0.28], [0.54, 1.98, -0.29], [1.87, 2.17, -0.56], [2.54, 1.47, 0.35], [2.02, 0.79, 1.28], [4.03, 1.53, 0.24], [4.79, 0.63, 0.99], [6.18, 0.66, 0.91], [6.81, 1.58, 0.08], [6.06, 2.47, -0.66], [4.67, 2.45, -0.58], [-1.47, 2.71, 0.52], [-2.57, 3.59, 0.57], [-3.61, 3.33, 1.44], [-3.56, 2.19, 2.24], [-2.48, 1.35, 2.11], [-1.45, 1.59, 1.29], [1.04, 4.33, -1.18], [-0.11, 5.11, -0.08], [-0.65, 4.56, -1.67], [4.27, -0.07, 1.62], [6.77, -0.05, 1.48], [7.89, 1.60, 0.02], [6.55, 3.19, -1.30], [4.07, 3.13, -1.16], [-2.58, 4.46, -0.07], [-4.46, 4.00, 1.48], [-4.36, 1.95, 2.92], [-2.42, 0.42, 2.67], [1.07, -2.48, 2.56], [1.39, -3.25, 1.03], [1.83, -4.55, 1.01], [2.09, -5.17, -0.21], [1.89, -4.47, -1.39], [1.45, -3.16, -1.35], [1.20, -2.29, -2.83], [1.18, -2.47, -0.14], [0.76, -1.21, -0.10], [1.97, -5.08, 1.94], [2.43, -6.20, -0.24], [2.08, -4.92, -2.35], [-4.55, -3.25, 0.57], [-3.35, -3.03, 1.26], [-2.47, -2.08, 0.82], [-2.74, -1.28, -0.32], [-1.82, -0.27, -0.75], [-2.16, 0.44, -1.88], [-3.35, 0.19, -2.60], [-4.24, -0.76, -2.18], [-3.95, -1.53, -1.02], [-4.84, -2.52, -0.55], [-5.24, -4.01, 0.92], [-3.11, -3.62, 2.14], [-1.53, -1.94, 1.34], [-1.50, 1.21, -2.25], [-3.57, 0.77, -3.49], [-5.16, -0.95, -2.73], [-5.77, -2.70, -1.09]]
}


{
  "formula": "C30H22Cl2N6O3S2SeW",
  "method": "the ωB97M-V functional and the def2-TZVPD basis",
  "lumo_energy_ev": [-0.64, -1.26],
  "de_lowest_kcal_mol": 13.9,
  "fmax_ev_per_a": 1.14,
  "multiplicity": 3,
  "total_energy_ha": -5895.9666,
  "orbital_gap_ev": [6.609, 6.391],
  "species": ["W", "S", "C", "C", "C", "C", "C", "C", "N", "C", "C", "C", "C", "C", "C", "C", "H", "H", "H", "H", "H", "H", "H", "H", "Se", "C", "C", "C", "C", "C", "C", "H", "H", "H", "H", "H", "C", "C", "C", "C", "N", "C", "S", "N", "C", "H", "H", "H", "H", "H", "H", "H", "H", "Cl", "C", "Cl", "C", "O", "O", "H", "O", "N", "C", "C", "N", "C", "N"],
  "positions_angstrom": [[-0.15, 0.04, -0.20], [2.32, 0.85, 3.51], [0.90, 0.07, 4.11], [0.50, -0.11, 5.43], [-0.67, -0.80, 5.66], [-1.43, -1.30, 4.59], [-1.04, -1.11, 3.28], [0.14, -0.42, 3.04], [0.72, -0.16, 1.80], [1.85, 0.50, 1.91], [2.58, 0.90, 0.70], [3.87, 1.41, 0.74], [4.51, 1.71, -0.44], [3.84, 1.52, -1.65], [2.54, 1.03, -1.67], [1.88, 0.70, -0.49], [1.09, 0.28, 6.25], [-1.00, -0.97, 6.68], [-2.35, -1.84, 4.79], [-1.63, -1.50, 2.47], [4.38, 1.55, 1.69], [5.52, 2.09, -0.43], [4.34, 1.75, -2.58], [2.04, 0.92, -2.62], [-0.95, -0.42, -2.59], [0.31, -0.40, -4.01], [-0.04, 0.24, -5.19], [0.83, 0.24, -6.27], [2.06, -0.40, -6.17], [2.41, -1.05, -4.99], [1.54, -1.06, -3.91], [-1.00, 0.74, -5.26], [0.56, 0.74, -7.18], [2.75, -0.39, -7.01], [3.36, -1.55, -4.91], [1.80, -1.58, -3.00], [-3.27, -3.59, -2.95], [-3.37, -3.22, -1.51], [-3.43, -4.10, -0.46], [-3.48, -3.57, 0.84], [-3.36, -2.27, 1.08], [-3.21, -1.43, 0.05], [-2.76, 0.22, 0.28], [-3.35, -1.91, -1.21], [-3.60, -4.46, 2.03], [-3.18, -4.66, -3.06], [-2.40, -3.09, -3.38], [-4.15, -3.25, -3.49], [-3.43, -5.16, -0.63], [-3.22, -1.23, -1.96], [-4.04, -5.42, 1.78], [-4.18, -3.97, 2.80], [-2.59, -4.63, 2.42], [-2.32, 4.54, -0.27], [-0.66, 4.09, 0.13], [0.51, 4.90, -0.90], [-0.54, 2.59, -0.01], [-0.59, 1.86, 1.02], [-0.38, 2.02, -1.11], [-0.48, 4.38, 1.16], [-0.68, -1.81, 0.03], [0.65, -1.87, -0.35], [1.37, -2.64, 0.51], [2.78, -2.55, 0.50], [3.94, -2.47, 0.51], [0.70, -3.56, 1.36], [0.11, -4.29, 2.02]]
}


{
  "formula": "C30H22N3O4PS2Ti",
  "method": "the ωB97M-V functional and the def2-TZVPD basis",
  "lumo_energy_ev": -1.09,
  "de_lowest_kcal_mol": 14.7,
  "fmax_ev_per_a": 2.27,
  "multiplicity": 1,
  "total_energy_ha": -3609.0252,
  "orbital_gap_ev": 6.353,
  "species": ["Ti", "O", "C", "O", "C", "C", "C", "C", "C", "N", "H", "H", "H", "H", "C", "C", "N", "C", "C", "C", "C", "C", "C", "C", "C", "C", "N", "C", "H", "H", "H", "H", "H", "H", "H", "H", "O", "O", "S", "P", "S", "C", "C", "C", "C", "C", "C", "C", "C", "C", "C", "C", "C", "H", "H", "H", "H", "H", "H", "H", "H", "H", "H"],
  "positions_angstrom": [[-0.03, -0.12, 0.06], [1.96, 0.44, 3.49], [1.60, 0.20, 2.36], [0.37, 0.12, 1.93], [2.63, -0.02, 1.27], [3.98, -0.08, 1.55], [4.86, -0.32, 0.51], [4.36, -0.48, -0.77], [2.99, -0.39, -0.97], [2.15, -0.16, 0.04], [4.29, 0.04, 2.58], [5.92, -0.39, 0.69], [5.01, -0.68, -1.61], [2.55, -0.52, -1.95], [-0.34, -0.45, -4.30], [-0.21, -0.74, -2.93], [-0.01, 0.22, -2.05], [0.05, 1.50, -2.45], [-0.06, 1.88, -3.77], [-0.26, 0.85, -4.72], [-0.03, 3.28, -4.12], [0.08, 4.22, -3.16], [0.17, 3.85, -1.77], [0.21, 4.79, -0.71], [0.26, 4.35, 0.58], [0.28, 2.96, 0.83], [0.28, 2.08, -0.14], [0.19, 2.51, -1.41], [-0.51, -1.26, -4.99], [-0.27, -1.74, -2.53], [-0.37, 1.10, -5.77], [-0.10, 3.56, -5.16], [0.09, 5.27, -3.42], [0.19, 5.85, -0.94], [0.26, 5.03, 1.41], [0.29, 2.57, 1.84], [0.28, -1.91, -0.18], [-1.11, -1.55, 0.00], [-4.19, -1.78, 0.70], [-4.12, 0.08, 0.17], [-2.33, 1.10, 0.02], [-5.14, 1.15, 1.25], [-5.06, 2.54, 1.23], [-5.89, 3.31, 2.02], [-6.82, 2.70, 2.86], [-6.90, 1.31, 2.90], [-6.07, 0.54, 2.09], [-4.92, 0.37, -1.45], [-5.81, -0.59, -1.92], [-6.48, -0.41, -3.13], [-6.26, 0.73, -3.88], [-5.38, 1.70, -3.42], [-4.71, 1.52, -2.21], [-4.33, 3.03, 0.59], [-5.82, 4.39, 2.00], [-7.47, 3.30, 3.49], [-7.61, 0.83, 3.55], [-6.11, -0.54, 2.12], [-5.96, -1.49, -1.33], [-7.17, -1.17, -3.48], [-6.78, 0.88, -4.82], [-5.21, 2.60, -4.00], [-4.01, 2.26, -1.86]]
}